Formula: C2H3N4
Source: the Open Molecules 2025 dataset
Level of theory: ωB97M-V/def2-TZVPD

Properties
HOMO level, eV: -15.23
Kohn-Sham gap, eV: 6.819
Net charge: +1

Geometry as XYZ:
```
9
Properties=species:S:1:pos:R:3:forces:R:3
C -1.8573 0.0440 -0.1362 1.458 1.168 0.302
C -0.0108 -0.2604 0.0547 1.206 2.082 0.463
N -1.0795 -0.9437 -0.1905 -3.561 -3.043 -1.011
N -1.6832 1.2923 0.1667 -2.771 -0.562 -0.304
N -0.3700 1.1073 0.3042 3.778 1.252 -1.973
N 1.1796 -0.7571 0.2014 1.416 -0.497 0.987
H 0.6384 1.4210 -1.5208 -1.297 -0.298 2.125
H 1.2360 -1.6953 0.5553 -0.141 -0.639 -0.310
H 1.9468 -0.2080 0.5652 -0.087 0.538 -0.279
```
Positions in Å, forces in eV/Å.

---

Formula: C2H3N4O
Source: the Open Molecules 2025 dataset
Level of theory: ωB97M-V/def2-TZVPD

Properties
HOMO level, eV: -4.35
Kohn-Sham gap, eV: 8.456
Net charge: -1

Geometry as XYZ:
```
10
Properties=species:S:1:pos:R:3:forces:R:3
C 2.2912 0.4624 0.0891 -3.085 -0.338 0.757
C -0.0215 0.2041 -0.2187 0.003 -1.442 -1.329
N 3.4083 1.0545 -0.1858 -0.252 1.737 -0.245
N 2.4636 -0.8437 0.3613 -1.652 0.127 -0.875
N 4.3040 0.1076 -0.1352 1.696 -1.763 -0.691
N 3.7388 -1.0798 0.1065 0.452 1.876 0.897
O 0.9508 1.1454 0.0793 3.886 -0.396 1.667
H -1.0461 0.4741 0.1734 1.165 0.007 -0.517
H 0.3135 -0.8081 0.1688 -0.846 1.043 -0.471
H 0.0892 0.2208 -1.3478 -1.367 -0.851 0.806
```
Positions in Å, forces in eV/Å.

---

Formula: C2H3N4O3S
Source: the Open Molecules 2025 dataset
Level of theory: ωB97M-V/def2-TZVPD

Properties
HOMO level, eV: -6.07
SMILES: Cc1nnnn1S(=O)(=O)[O-]
Kohn-Sham gap, eV: 9.983
Net charge: -1

Geometry as XYZ:
```
13
Properties=species:S:1:pos:R:3:forces:R:3
C -0.3997 -0.8737 0.2777 -1.452 1.542 -2.339
C 0.3940 -0.5295 1.4755 3.420 0.675 -3.149
N -1.2511 -1.8081 -0.0353 0.368 -1.605 3.330
N -1.8352 -1.5515 -1.1741 -0.268 0.066 -1.139
N -1.3627 -0.4739 -1.6580 -0.391 1.198 -2.285
N -0.4431 -0.0125 -0.8655 0.663 -1.142 3.556
O 0.3649 2.1574 -1.9759 0.102 -0.174 -1.584
O -0.0465 2.1555 0.3455 -0.118 -0.244 0.602
O 1.8145 0.8070 -0.4857 -0.563 0.739 -0.670
S 0.5301 1.4382 -0.7658 0.865 0.700 0.408
H 0.3787 -1.1675 2.3044 -0.758 -0.778 1.154
H 1.4427 -0.7346 0.9434 -1.555 0.593 1.751
H 0.4133 0.5934 1.6137 -0.315 -1.569 0.366
```
Positions in Å, forces in eV/Å.

---

Formula: C2H3N4OS
Source: the Open Molecules 2025 dataset
Level of theory: ωB97M-V/def2-TZVPD

Properties
HOMO level (alpha / beta), eV: 0.31 / -4.86
Kohn-Sham gap (alpha / beta), eV: 3.429 / 5.327
⟨S²⟩: 2.02
Multiplicity: 3
Net charge: -1

Geometry as XYZ:
```
11
Properties=species:S:1:pos:R:3:forces:R:3
C -2.9837 0.8480 0.5130 0.543 -4.181 -1.021
C 0.0859 -0.4667 -0.1976 -0.847 -1.763 -0.797
N -3.8605 0.7498 -0.5286 -2.187 1.309 -2.069
N -3.8383 -0.4787 -1.1037 -2.690 4.862 -0.771
N -3.0527 -1.2086 -0.5082 4.382 -1.184 4.443
N -2.4598 -0.4830 0.5477 -2.639 -1.109 -2.469
O -2.6990 1.6976 1.3131 -0.135 1.462 0.274
S -0.9380 -1.1712 1.0883 2.872 -1.202 2.530
H 0.3314 0.5617 -0.1175 -0.377 1.199 -0.200
H -0.3519 -0.8990 -1.1163 0.022 1.127 -0.271
H 0.9998 -0.9904 -0.1558 1.055 -0.520 0.351
```
Positions in Å, forces in eV/Å.

---

Formula: C2H3N4S
Source: the Open Molecules 2025 dataset
Level of theory: ωB97M-V/def2-TZVPD

Properties
HOMO level, eV: -2.91
Kohn-Sham gap, eV: 6.571
Net charge: -1

Geometry as XYZ:
```
10
Properties=species:S:1:pos:R:3:forces:R:3
C -1.1882 1.1565 -0.0619 -0.019 1.922 0.595
C -1.6392 -0.1418 0.0960 -2.626 -3.982 -0.969
N -0.8470 2.2464 -0.0688 0.260 0.880 -0.318
N 3.3732 0.9081 -0.5282 -0.719 -1.289 1.097
N 2.5729 0.1602 -0.1351 2.946 2.739 -2.157
N 1.6001 -0.4449 0.0906 -2.495 -1.092 0.994
S 1.4240 -2.1533 0.3359 0.129 -0.405 0.072
H -1.3299 -0.7092 -0.8047 -0.033 0.076 0.469
H -1.1611 -0.6677 0.9117 0.255 0.047 0.248
H -2.8048 -0.3543 0.1645 2.303 1.103 -0.031
```
Positions in Å, forces in eV/Å.

---

Formula: C2H3N5O
Source: the Open Molecules 2025 dataset
Level of theory: ωB97M-V/def2-TZVPD

Properties
HOMO level, eV: -10.25
SMILES: [H]/N=c1/nn[nH]c(=O)[nH]1
Kohn-Sham gap, eV: 9.629

Geometry as XYZ:
```
11
Properties=species:S:1:pos:R:3:forces:R:3
C 0.9480 -0.1713 0.6513 4.530 -0.331 -1.745
C -0.8114 0.2288 -0.8748 -1.265 1.939 -2.354
H 2.7727 -0.1724 -0.0011 -1.101 -0.989 1.943
H -2.7304 -0.2314 -0.0683 4.036 1.448 1.356
H 1.2105 0.5237 -1.3291 -1.081 -0.067 0.588
N 2.2084 -0.5183 0.8709 -2.178 1.940 -2.304
N 0.0157 -0.4142 1.6360 1.587 0.214 1.029
N -1.1604 -0.1994 1.4602 -3.616 -0.490 -0.281
N -1.6548 0.1214 0.2064 -2.305 -1.690 -0.047
N 0.5070 0.4693 -0.5700 0.630 -1.354 1.478
O -1.3053 0.3639 -1.9816 0.763 -0.620 0.337
```
Positions in Å, forces in eV/Å.